Density functional theory data (ωB97M-V with the def2-TZVPD basis set) for a gas-phase ion, C6H17N2Si (charge +1).

Kohn-Sham gap (spin up / spin down)	0.3004 / 0.2815	Eh
energy relative to the best compared isomer or geometry (same formula, charge and spin)	102.4	kcal/mol
DFT total energy	-637.4175	hartree
HOMO energy (spin up / spin down)	-0.4693 / -0.4553	Eh
charge	+1

Geometry (Å):
C (-0.082, -0.640, 1.607)
C (-1.232, -1.608, 1.835)
C (-1.256, -2.096, -0.538)
C (1.086, 2.795, 0.490)
C (-0.630, 1.483, -2.090)
C (2.138, 0.611, -1.210)
N (-0.361, 0.088, 0.478)
N (-1.152, -2.679, 0.735)
Si (0.516, 1.226, -0.495)
H (0.002, -0.030, 2.485)
H (0.967, -1.025, 1.649)
H (-1.299, -2.091, 2.934)
H (-2.213, -1.034, 1.849)
H (-2.240, -1.869, -0.874)
H (-0.354, -1.780, -1.092)
H (1.691, 3.225, -0.280)
H (0.358, 3.529, 0.651)
H (1.563, 2.459, 1.350)
H (-1.064, 0.517, -2.388)
H (-1.378, 2.242, -2.025)
H (0.013, 1.698, -2.898)
H (2.569, -0.135, -0.450)
H (1.969, 0.343, -2.183)
H (2.770, 1.475, -1.025)
H (-0.357, -3.379, 0.744)
H (-2.022, -3.325, 0.743)

***

Density functional theory data (ωB97M-V with the def2-TZVPD basis set) for 4 unconnected molecules or ions with the total composition C6H17N3.

Kohn-Sham gap	0.3003	Eh
energy relative to the best compared isomer or geometry (same formula, charge and spin)	79.4	kcal/mol
DFT total energy	-402.9477	hartree
HOMO energy	-0.2893	Eh

Geometry (Å):
C (1.302, -1.034, -0.257)
C (0.192, -0.127, 2.117)
C (1.011, -1.904, -1.481)
C (2.216, 0.140, -0.583)
N (-0.195, 1.096, 2.048)
H (1.768, -1.656, 0.509)
H (-1.217, 1.662, 1.292)
H (0.537, 1.797, 2.080)
H (-0.566, -0.894, 2.134)
H (1.196, -0.398, 2.427)
H (0.476, -2.809, -1.193)
H (3.141, -0.183, -1.072)
H (1.930, -2.194, -1.997)
H (0.362, -1.350, -2.159)
H (1.701, 0.826, -1.261)
H (2.497, 0.695, 0.315)
C (-2.340, -0.455, -0.145)
N (-1.236, 0.217, -0.801)
C (-1.236, 1.523, -0.784)
N (-1.786, 2.272, 0.177)
H (0.207, -0.521, -0.122)
H (-1.543, 3.252, 0.112)
H (-0.483, 1.985, -1.427)
H (-3.303, -0.159, -0.572)
H (-2.419, -0.249, 0.931)
H (-2.213, -1.530, -0.287)

***

Density functional theory data (ωB97M-V with the def2-TZVPD basis set) for a gas-phase ion, C6H17N4O2S (charge +1).

Kohn-Sham gap	0.3904	Eh
energy relative to the best compared isomer or geometry (same formula, charge and spin)	26.4	kcal/mol
SMILES string	CC(C)CN([NH+]=C(N)N)S(C)(=O)=O
DFT total energy	-1006.1815	hartree
HOMO energy	-0.5037	Eh
charge	+1

Geometry (Å):
C (-1.692, 1.833, -0.211)
C (2.147, -0.256, 1.859)
C (3.291, -0.178, -0.295)
C (-1.764, -2.566, -1.185)
C (0.939, -0.687, -0.232)
C (2.017, 0.173, 0.358)
N (-2.408, 2.665, -0.980)
N (-1.501, 2.028, 1.124)
N (-0.446, -0.141, 0.033)
N (-0.941, 0.922, -0.799)
O (-2.901, -0.512, 0.023)
O (-1.380, -1.859, 1.474)
S (-1.675, -1.294, 0.184)
H (2.235, -1.407, 1.832)
H (3.013, 0.208, 2.178)
H (1.104, 0.171, 2.189)
H (3.679, -1.126, 0.008)
H (3.973, 0.637, 0.006)
H (3.178, -0.332, -1.315)
H (-2.775, -2.844, -0.937)
H (-1.744, -2.066, -2.106)
H (-0.899, -3.195, -0.886)
H (1.217, -0.489, -1.285)
H (1.077, -1.736, 0.098)
H (1.789, 1.198, 0.301)
H (-2.684, 3.663, -0.909)
H (-2.304, 2.549, -2.022)
H (-2.070, 2.692, 1.645)
H (-1.421, 1.200, 1.680)
H (-1.054, 0.751, -1.832)

***

Density functional theory data (ωB97M-V with the def2-TZVPD basis set) for 2 unconnected molecules or ions with the total composition C6H17N4S.

Kohn-Sham gap (spin up / spin down)	0.1953 / 0.1956	Eh
energy relative to the best compared isomer or geometry (same formula, charge and spin)	50.1	kcal/mol
DFT total energy	-855.5626	hartree
HOMO energy (spin up / spin down)	-0.4118 / -0.4118	Eh
charge	+1

Geometry (Å):
C (2.295, -0.148, -1.552)
C (1.452, 0.943, 0.694)
C (3.630, -0.477, 0.547)
C (-2.845, 2.060, 0.444)
C (-3.880, -0.175, 0.536)
C (2.200, -0.264, 0.006)
N (-4.849, -2.161, 0.301)
N (-4.822, -0.947, 0.048)
N (-3.843, 1.043, -0.037)
N (-4.714, 1.358, -0.877)
S (1.314, -1.853, 0.604)
H (1.334, 0.163, -1.850)
H (2.946, 0.774, -1.868)
H (2.752, -1.030, -2.087)
H (0.474, 0.842, 0.585)
H (1.769, 1.885, 0.298)
H (1.601, 0.857, 1.858)
H (4.139, -1.348, 0.416)
H (4.244, 0.407, 0.268)
H (3.434, -0.555, 1.726)
H (-1.838, 1.620, 0.220)
H (-3.128, 3.133, 0.134)
H (-3.083, 2.034, 1.613)
H (-3.269, -0.390, 1.424)
H (-5.729, -2.559, 0.048)
H (1.382, -2.430, -0.596)
H (-5.406, -0.460, -0.586)
H (-4.844, 2.376, -1.115)

***

Density functional theory data (ωB97M-V with the def2-TZVPD basis set) for 4 unconnected molecules or ions with the total composition C6H17NO.

Kohn-Sham gap	0.1429	Eh
energy relative to the best compared isomer or geometry (same formula, charge and spin)	190.0	kcal/mol
DFT total energy	-368.4980	hartree
HOMO energy	-0.2675	Eh

Geometry (Å):
C (1.767, 1.160, -0.127)
C (2.166, -0.196, -0.128)
C (1.836, -1.147, 0.963)
C (0.964, 2.038, 0.625)
N (-2.299, 0.085, -0.415)
C (-1.977, 0.387, 1.047)
C (-1.273, 0.693, -1.310)
H (2.196, 1.705, -0.912)
H (0.538, -1.642, -2.006)
H (0.129, -1.067, -2.142)
H (2.736, -0.519, -1.056)
H (0.892, -1.757, 0.874)
H (1.856, -0.621, 1.939)
H (2.655, -1.919, 1.015)
H (1.067, 3.125, 0.360)
H (0.700, 1.871, 1.686)
H (-1.132, -0.257, 1.346)
H (-1.722, 1.425, 1.219)
H (-2.875, 0.207, 1.653)
H (-1.534, 0.543, -2.353)
H (-1.231, 1.806, -1.161)
H (-0.232, 0.368, -1.126)
H (-1.832, -2.966, 0.493)
H (-2.114, -0.958, -0.472)
O (-1.282, -2.364, -0.014)